Arrangement i

Computed, not measured: a single C6H5N molecule, with ωB97M-V/def2-TZVPD.

Summary:
Molar mass ... 91.113 g/mol
HOMO energy ... -8.2 eV

ORCA input file:
```
! RIJCOSX wB97M-V def2-TZVPD def2/J DEFGRID3
* xyz 0 1
C 0.402 -1.314 0.078
C 1.549 -0.694 -0.145
N 2.580 0.080 -0.117
C 1.594 0.906 0.159
C -0.135 0.904 0.511
C -1.074 0.547 -0.567
C -0.752 -0.420 0.482
H 0.417 -2.250 -0.337
H -0.401 1.629 1.175
H -0.588 0.566 -1.524
H -2.069 0.915 -0.817
H -1.524 -0.868 1.102
*
```

How positive or negative is each atom? The Mulliken charges in e answer that: C -0.830; C 0.545; N -0.421; C -0.187; C -0.176; C -0.605; C -0.043; H 0.383; H 0.448; H 0.224; H 0.272; H 0.389

Arrangement ii

Computed, not measured: a single C6H5N molecule, with ωB97M-V/def2-TZVPD.

Summary:
Molar mass ... 91.113 g/mol
HOMO energy ... -9.7 eV

ORCA input file:
```
! RIJCOSX wB97M-V def2-TZVPD def2/J DEFGRID3
* xyz 0 1
C 1.762 1.713 -0.224
C 0.990 0.701 -0.173
C -0.676 -1.010 -0.136
C -1.321 0.130 -0.144
C 0.757 -0.803 -0.117
C -0.463 1.340 0.081
N 1.663 -1.627 0.089
H -1.001 -1.965 -0.161
H -2.336 0.295 -0.114
H -0.321 1.570 1.189
H -0.517 2.214 -0.550
H 1.465 -2.557 0.260
*
```

How positive or negative is each atom? The Mulliken charges in e answer that: C -0.365; C 0.375; C -0.393; C -0.665; C 0.448; C -0.605; N -0.671; H 0.502; H 0.482; H 0.259; H 0.411; H 0.221

Which one sits at the top of the stability order? arrangement ii does.

Arrangement i

Computed, not measured: a single C6H5N molecule, with ωB97M-V/def2-TZVPD.

Summary:
Molar mass ... 91.113 g/mol
HOMO energy ... -9.0 eV

ORCA input file:
```
! RIJCOSX wB97M-V def2-TZVPD def2/J DEFGRID3
* xyz 0 1
H -2.358 -1.002 0.063
N -1.395 -1.101 -0.091
C -0.704 -0.084 -0.028
C -0.913 1.516 0.007
C 0.501 1.947 0.023
C 1.412 1.109 -0.257
C 1.171 -0.284 -0.039
C 1.708 -1.470 0.061
H -1.395 1.700 0.897
H -1.677 1.741 -0.813
H 0.890 -2.246 0.337
H 2.760 -1.824 -0.161
*
```

How positive or negative is each atom? The Mulliken charges in e answer that: H 0.242; N -0.547; C 0.289; C -0.321; C -0.337; C -0.248; C 0.371; C -0.541; H 0.298; H 0.298; H 0.206; H 0.289

Arrangement ii

Computed, not measured: a single C6H5N molecule, with ωB97M-V/def2-TZVPD.

Summary:
Molar mass ... 91.113 g/mol
HOMO energy ... -9.0 eV

ORCA input file:
```
! RIJCOSX wB97M-V def2-TZVPD def2/J DEFGRID3
* xyz 0 1
C 0.027 -1.381 1.566
C 0.607 -0.729 0.683
C 0.832 1.000 -0.918
C -0.801 0.017 0.211
C -2.094 -0.254 0.467
C 1.593 -0.147 -0.256
N -0.411 1.007 -0.661
H 1.248 1.733 -1.524
H -2.994 0.343 0.046
H -2.356 -1.072 1.162
H 2.574 0.321 0.281
H 1.775 -0.837 -1.057
*
```

How positive or negative is each atom? The Mulliken charges in e answer that: C -0.724; C 0.301; C -0.201; C 0.488; C -0.674; C -0.275; N -0.489; H 0.489; H 0.251; H 0.339; H 0.274; H 0.221

Which one sits at the top of the stability order? arrangement ii does.

Arrangement i

Computed, not measured: a single C6H5NO3 molecule, with ωB97M-V/def2-TZVPD.

Summary:
Molar mass ... 139.110 g/mol
HOMO energy ... -10.2 eV

ORCA input file:
```
! RIJCOSX wB97M-V def2-TZVPD def2/J DEFGRID3
* xyz 0 1
H 2.160 0.560 0.702
N 1.740 1.378 0.260
C 0.511 1.183 0.002
O -0.137 2.146 -0.640
C -0.249 -0.144 -0.052
C 0.260 -1.085 0.946
C 0.691 -1.861 1.765
C -0.149 -0.802 -1.448
O 0.459 -0.322 -2.363
C -1.740 0.153 0.246
O -2.606 -0.019 -0.566
H 0.644 2.642 -1.101
H 1.039 -2.569 2.498
H -0.680 -1.773 -1.524
H -1.943 0.513 1.276
*
```

How positive or negative is each atom? The Mulliken charges in e answer that: H 0.250; N -0.801; C 0.354; O -0.517; C 1.882; C -1.691; C 0.168; C -0.164; O -0.431; C -0.200; O -0.432; H 0.387; H 0.468; H 0.358; H 0.368

Arrangement ii

Computed, not measured: a single C6H5NO3 molecule, with ωB97M-V/def2-TZVPD.

Summary:
Molar mass ... 139.110 g/mol
HOMO energy ... -10.2 eV

ORCA input file:
```
! RIJCOSX wB97M-V def2-TZVPD def2/J DEFGRID3
* xyz 0 1
C 2.522 1.138 -0.194
C 1.450 0.118 0.124
O 1.846 -0.837 1.104
N 0.749 -1.712 1.245
C -0.147 -1.331 0.475
C 0.219 -0.164 -0.314
C -0.988 -0.903 -0.665
O -2.303 -0.179 -0.511
C -3.323 0.321 0.268
O -3.695 0.055 1.394
H 3.310 0.690 -0.903
H 1.995 2.018 -0.519
H 3.321 1.239 0.609
H -1.173 -1.425 -1.680
H -3.782 0.973 -0.432
*
```

How positive or negative is each atom? The Mulliken charges in e answer that: C -1.165; C 0.148; O -0.141; N -0.495; C 0.301; C 0.351; C 0.085; O -0.323; C 0.189; O -0.474; H 0.265; H 0.311; H 0.347; H 0.255; H 0.346

Which one sits at the top of the stability order? arrangement i does.

Arrangement i

Computed, not measured: a molecular structure, C18H22N2O5S, with ωB97M-V/def2-TZVPD.

Summary:
Molar mass ... 378.450 g/mol
HOMO energy ... -7.8 eV

ORCA input file:
```
! RIJCOSX wB97M-V def2-TZVPD def2/J DEFGRID3
* xyz 0 1
C -0.566 2.667 -6.160
H -1.117 3.639 -6.207
H 0.588 2.918 -6.192
H -0.609 2.247 -7.134
O -0.761 1.916 -5.143
C -0.855 2.083 -3.767
C -0.519 3.294 -3.201
C -0.197 3.483 -1.998
C -0.637 2.473 -1.088
C -1.202 1.321 -1.621
C -1.203 0.818 -2.988
O -1.506 -0.236 -3.501
C -1.974 -0.991 -2.668
H -2.343 -2.084 -3.426
H -2.801 -0.873 -2.109
H -1.353 -1.537 -1.950
H -1.599 0.660 -0.859
C -0.785 2.750 0.371
N -0.198 3.751 0.768
N -0.503 3.518 2.252
C -0.837 2.436 2.406
S -1.429 1.444 3.951
C 0.374 1.294 4.415
C 0.928 0.457 3.446
O 1.873 0.918 2.310
O 0.911 -0.714 3.555
C 1.307 -1.484 2.691
C 1.602 -3.129 3.192
C 1.855 -4.070 2.357
C 0.802 -4.123 1.165
C 0.726 -2.886 0.441
C 0.392 -1.711 1.558
H 0.131 -0.804 1.017
H -0.677 -1.908 2.072
H -0.127 -2.838 -0.196
H 1.568 -2.662 -0.113
H 1.349 -4.848 0.374
H -0.306 -4.575 1.645
H 2.084 -5.064 2.743
H 2.855 -3.942 1.865
H 0.443 -3.238 3.769
H 2.137 -3.082 4.187
H 2.256 -1.286 2.298
H 0.317 1.002 5.511
H 0.963 2.319 4.586
O -1.194 1.936 1.076
H -0.049 4.541 -1.621
H -0.117 4.201 -4.080
*
```

How positive or negative is each atom? The Mulliken charges in e answer that: C -0.816; H 0.314; H 0.306; H 0.284; O -0.400; C 0.541; C -0.374; C -0.561; C 0.078; C 0.181; C -0.048; O -0.200; C -0.991; H 0.182; H 0.581; H 0.301; H 0.450; C 0.582; N -0.441; N -0.271; C 0.054; S -0.090; C -0.748; C 0.535; O -0.647; O -0.249; C 0.153; C -0.661; C -0.711; C -0.379; C -0.677; C -0.329; H 0.125; H 0.199; H 0.033; H 0.448; H 0.253; H 0.229; H 0.381; H 0.305; H 0.198; H 0.310; H 0.452; H 0.423; H 0.349; O -0.106; H 0.354; H 0.098

Arrangement ii

Computed, not measured: a molecular structure, C18H22N2O5S, with ωB97M-V/def2-TZVPD.

Summary:
Molar mass ... 378.450 g/mol
HOMO energy ... -8.2 eV

ORCA input file:
```
! RIJCOSX wB97M-V def2-TZVPD def2/J DEFGRID3
* xyz 0 1
C -0.128 -5.609 -2.134
H -0.899 -5.007 -2.859
O 0.847 -4.654 -2.071
C 2.065 -5.322 -1.535
C 1.934 -5.538 -0.197
N 1.612 -4.358 0.633
C 0.452 -4.148 1.042
O -0.738 -4.955 0.925
C -0.105 -2.745 1.402
C -1.116 -2.020 1.916
C -0.826 -0.753 2.298
N 0.414 -0.695 1.779
O 1.031 -1.786 1.141
C -1.532 0.478 2.689
H -0.943 1.216 2.911
H -2.139 0.064 3.387
S -2.302 1.182 1.121
C -1.293 2.377 0.565
C -0.135 2.505 0.696
C 0.780 3.414 0.239
C 0.072 4.412 -0.647
C -1.210 4.346 -0.533
C -2.051 3.438 -0.045
H -2.995 3.381 -0.106
H -2.047 5.218 -1.315
C 0.936 5.658 -1.177
C 0.923 5.633 -2.830
H 0.899 4.707 -3.055
H 1.555 6.314 -3.063
H -0.156 5.916 -2.944
C 0.489 6.931 -0.504
H -0.498 7.141 -0.860
H 1.231 7.739 -0.899
H 0.809 6.848 0.432
H 2.066 5.330 -1.002
H 1.686 3.470 0.399
H 0.369 1.616 1.076
C -2.321 -2.547 2.547
O -3.276 -1.886 3.004
O -2.818 -3.906 2.166
H -1.896 -4.222 1.616
H 2.267 -3.638 0.829
H 2.922 -5.967 0.458
H 1.264 -6.334 0.191
H 2.216 -6.461 -1.927
H 2.911 -4.524 -1.767
H -0.544 -5.756 -1.267
H 0.217 -6.500 -2.722
*
```

How positive or negative is each atom? The Mulliken charges in e answer that: C -0.772; H 0.198; O -0.322; C -0.266; C -0.866; N 0.017; C 0.501; O -0.762; C 0.306; C 0.952; C 0.127; N -0.413; O -0.352; C -1.800; H 0.809; H 0.712; S -0.297; C 1.494; C -0.166; C -2.017; C 0.447; C -0.080; C -1.319; H 0.866; H -0.023; C 0.152; C -1.725; H 0.525; H 0.590; H 0.316; C -1.374; H 0.349; H 0.336; H 0.459; H 0.316; H 0.842; H 0.271; C 0.352; O -0.552; O -0.592; H 0.445; H 0.274; H 0.350; H 0.406; H 0.289; H 0.277; H 0.416; H 0.304

Which one sits at the top of the stability order? arrangement ii does.

Arrangement i

Computed, not measured: 2 unconnected molecules or ions with the total composition CH8NS, with ωB97M-V/def2-TZVPD.

Summary:
Molar mass ... 66.149 g/mol
HOMO energy ... -13.6 eV

ORCA input file:
```
! RIJCOSX wB97M-V def2-TZVPD def2/J DEFGRID3
* xyz 1 1
N -1.672 -0.786 0.642
H -1.989 -0.610 -0.350
H -2.238 -0.244 1.295
H -1.588 -1.772 0.806
H -0.712 -0.396 0.824
C 1.669 0.803 0.003
S 0.154 0.500 -1.168
H 2.530 1.007 -0.750
H 1.393 1.809 0.257
H 1.673 -0.137 0.545
H 0.777 -0.174 -2.103
*
```

How positive or negative is each atom? The Mulliken charges in e answer that: N -0.470; H 0.426; H 0.365; H 0.347; H 0.262; C -0.891; S -0.286; H 0.319; H 0.313; H 0.420; H 0.195

Arrangement ii

Computed, not measured: 2 unconnected molecules or ions with the total composition CH8NS, with ωB97M-V/def2-TZVPD.

Summary:
Molar mass ... 66.149 g/mol
HOMO energy ... -14.3 eV

ORCA input file:
```
! RIJCOSX wB97M-V def2-TZVPD def2/J DEFGRID3
* xyz 1 1
S 1.787 -0.100 -0.195
H 1.760 -1.443 -0.167
H 1.010 -0.259 -1.280
C -1.946 0.060 -0.489
N -1.397 0.281 0.883
H -1.665 -0.905 -0.858
H -3.019 0.067 -0.450
H -1.453 0.820 -1.055
H -0.371 0.096 0.916
H -1.839 -0.323 1.571
H -1.563 1.229 1.196
*
```

How positive or negative is each atom? The Mulliken charges in e answer that: S -0.401; H 0.242; H 0.185; C -0.821; N -0.195; H 0.349; H 0.338; H 0.383; H 0.178; H 0.372; H 0.369

Which one sits at the top of the stability order? arrangement ii does.

Arrangement i

Computed, not measured: a molecular structure, C15H40FLiO5, with ωB97M-V/def2-TZVPD.

Summary:
Molar mass ... 326.419 g/mol
HOMO energy ... -9.5 eV

ORCA input file:
```
! RIJCOSX wB97M-V def2-TZVPD def2/J DEFGRID3
* xyz 0 1
Li -0.012 -0.359 -0.084
F 0.551 -1.556 1.358
C 5.026 -2.387 1.372
C 4.112 -1.162 1.579
C 4.794 0.148 1.311
O 2.979 -1.238 0.724
H 4.628 -3.196 1.990
H 6.067 -2.301 1.675
H 4.933 -2.664 0.320
H 3.789 -1.250 2.618
H 5.715 0.289 1.891
H 4.202 0.983 1.700
H 5.082 0.323 0.275
H 2.126 -1.417 1.196
C -1.370 -0.867 -3.821
C -1.884 -0.594 -2.379
C -3.402 -0.684 -2.126
O -1.127 -1.409 -1.492
H -1.955 -0.279 -4.526
H -1.408 -1.933 -4.040
H -0.333 -0.543 -3.766
H -1.609 0.438 -2.144
H -3.695 -1.532 -1.502
H -3.991 -0.713 -3.043
H -3.760 0.174 -1.555
H -1.394 -2.328 -1.598
C -3.194 -1.016 3.867
C -2.107 -1.506 2.902
C -2.638 -1.618 1.482
O -1.012 -0.570 2.966
H -3.847 -0.222 3.492
H -2.707 -0.700 4.788
H -3.900 -1.831 4.051
H -1.822 -2.470 3.331
H -3.461 -2.339 1.528
H -1.827 -1.979 0.871
H -3.037 -0.675 1.109
H -0.363 -0.979 2.328
C -2.946 2.451 1.772
C -2.193 2.021 0.528
C -1.771 3.220 -0.296
O -1.049 1.220 0.838
H -2.483 3.363 2.168
H -2.930 1.755 2.614
H -3.991 2.683 1.568
H -2.914 1.429 -0.050
H -1.133 3.910 0.259
H -2.654 3.825 -0.522
H -1.303 2.921 -1.234
H -1.287 0.765 1.674
C 3.179 0.256 -2.989
C 2.447 1.076 -1.925
C 1.557 2.188 -2.434
O 1.737 0.173 -1.081
H 3.967 -0.335 -2.529
H 3.597 0.925 -3.750
H 2.489 -0.390 -3.534
H 3.206 1.574 -1.302
H 2.089 2.739 -3.211
H 1.181 2.875 -1.679
H 0.675 1.753 -2.924
H 2.376 -0.435 -0.610
*
```

How positive or negative is each atom? The Mulliken charges in e answer that: Li 1.134; F -1.142; C -1.436; C 0.781; C -1.375; O -0.482; H 0.346; H 0.378; H 0.304; H 0.259; H 0.458; H 0.321; H 0.240; H 0.183; C -1.267; C 1.414; C -1.263; O -0.441; H 0.393; H 0.382; H 0.186; H -0.517; H 0.237; H 0.390; H 0.245; H 0.276; C -1.631; C 0.578; C -0.877; O -0.705; H 0.290; H 0.359; H 0.458; H 0.396; H 0.522; H 0.098; H 0.141; H 0.448; C -1.332; C 1.567; C -1.524; O -0.575; H 0.378; H 0.258; H 0.371; H -0.562; H 0.406; H 0.398; H 0.193; H 0.302; C -1.262; C 0.766; C -1.305; O -0.537; H 0.324; H 0.430; H 0.225; H 0.136; H 0.425; H 0.261; H 0.168; H 0.408

Arrangement ii

Computed, not measured: a molecular structure, C15H40FLiO5, with ωB97M-V/def2-TZVPD.

Summary:
Molar mass ... 326.419 g/mol
HOMO energy ... -9.4 eV

ORCA input file:
```
! RIJCOSX wB97M-V def2-TZVPD def2/J DEFGRID3
* xyz 0 1
Li 1.080 0.477 1.931
F 0.022 0.290 0.264
C -3.409 -3.131 2.299
C -2.653 -2.141 1.379
C -3.645 -1.084 0.881
O -1.529 -1.665 2.083
H -4.005 -2.649 3.073
H -2.728 -3.836 2.778
H -4.052 -3.721 1.642
H -2.345 -2.789 0.548
H -3.954 -0.478 1.736
H -4.517 -1.486 0.376
H -3.077 -0.418 0.221
H -1.044 -1.121 1.444
C 3.668 -2.728 2.161
C 3.796 -1.183 2.113
C 4.977 -0.819 1.222
O 2.617 -0.672 1.489
H 4.032 -3.173 1.227
H 2.657 -3.104 2.288
H 4.428 -3.088 2.862
H 3.896 -0.864 3.147
H 4.877 -1.158 0.191
H 5.920 -1.255 1.563
H 5.097 0.267 1.213
H 2.466 -1.079 0.618
C 1.660 2.180 -3.276
C 0.347 2.282 -2.519
C -0.607 3.288 -3.116
O -0.294 1.021 -2.391
H 2.457 1.630 -2.783
H 2.028 3.205 -3.448
H 1.591 1.947 -4.347
H 0.647 2.686 -1.544
H -1.531 3.376 -2.541
H -0.916 2.940 -4.106
H -0.193 4.296 -3.140
H -0.071 0.693 -1.502
C -2.981 4.394 0.992
C -2.005 3.641 1.876
C -2.801 2.503 2.572
O -1.014 3.017 1.065
H -2.628 5.366 0.645
H -3.948 4.467 1.492
H -3.149 3.797 0.093
H -1.553 4.287 2.627
H -2.050 1.877 3.064
H -3.308 1.916 1.809
H -3.452 2.869 3.363
H -1.296 2.147 0.748
C -0.118 -2.578 -2.693
C 1.137 -2.655 -1.845
C 2.305 -1.862 -2.433
O 0.889 -2.214 -0.507
H -0.440 -1.562 -2.933
H -0.970 -3.094 -2.245
H 0.029 -3.081 -3.655
H 1.441 -3.697 -1.706
H 3.118 -1.779 -1.712
H 2.084 -0.866 -2.819
H 2.649 -2.443 -3.298
H 0.369 -1.385 -0.535
*
```

How positive or negative is each atom? The Mulliken charges in e answer that: Li 0.834; F -0.697; C -1.554; C 1.014; C -1.120; O -0.607; H 0.345; H 0.384; H 0.405; H -0.028; H 0.227; H 0.445; H 0.213; H 0.206; C -1.305; C 0.330; C -1.292; O -0.324; H 0.306; H 0.310; H 0.421; H 0.386; H 0.313; H 0.400; H 0.298; H 0.193; C -1.576; C 1.157; C -1.494; O -0.516; H 0.285; H 0.462; H 0.363; H 0.102; H 0.247; H 0.350; H 0.397; H 0.128; C -1.213; C 0.368; C -1.216; O -0.456; H 0.335; H 0.356; H 0.264; H 0.349; H 0.273; H 0.232; H 0.470; H 0.157; C -1.287; C 0.660; C -1.023; O -0.416; H 0.238; H 0.301; H 0.436; H 0.300; H 0.130; H 0.084; H 0.498; H 0.151

Which one sits at the top of the stability order? arrangement i does.